11
Properties=species:S:1:pos:R:3:forces:R:3 method="wB97M-V/def2-TZVPD" smiles="C=C1N=CNC1=O" de_lowest_kcal_mol=54.4 total_energy_ha=-339.495047 orbital_gap_ev=8.4 lumo_ev=-0.613
C -1.199 0.743 1.369 1.8129 3.8146 0.9570
C -0.107 0.394 0.637 -8.4903 -1.0261 -0.9202
N 1.157 0.397 0.754 7.4289 -0.4920 -1.4469
C 1.656 -0.239 -0.296 1.0827 -1.6197 0.1443
N 0.628 -0.903 -1.106 0.5499 0.1394 -1.4287
C -0.518 -0.333 -0.624 -3.5562 -0.8913 -1.6331
O -1.640 -0.440 -1.184 2.8304 0.3078 1.5584
H -2.153 0.670 0.867 -0.0705 -0.4485 0.1955
H -1.102 1.624 2.156 -0.1986 -2.4978 -1.0816
H 2.807 -0.459 -0.490 -2.8341 0.7011 0.4709
H 0.471 -1.456 -2.083 1.4447 2.0125 3.1845



11
Properties=species:S:1:pos:R:3:forces:R:3 method="wB97M-V/def2-TZVPD" smiles="O=c1ccnc[nH]1" de_lowest_kcal_mol=4.0 total_energy_ha=-339.575315 orbital_gap_ev=9.8 lumo_ev=0.311
O -1.882 0.470 -1.539 0.1723 -0.0651 0.5054
C -0.966 0.200 -0.791 -0.0742 -0.0977 0.0758
C -0.182 -1.023 -0.757 0.0975 -0.0119 0.0139
C 0.885 -1.116 0.069 0.0474 -0.0681 -0.1583
N 1.403 -0.071 0.813 -0.1018 0.1001 -0.1669
C 0.644 0.965 0.879 0.0390 -0.1885 0.1259
N -0.561 1.077 0.250 0.0595 -0.2664 0.0881
H -0.518 -1.848 -1.374 0.0891 0.0809 0.0922
H 1.416 -2.054 0.184 0.0465 0.0660 -0.1314
H 0.950 1.847 1.444 -0.0586 -0.2931 0.1292
H -1.265 1.563 0.775 -0.3167 0.7437 -0.5740



11
Properties=species:S:1:pos:R:3:forces:R:3 method="wB97M-V/def2-TZVPD" de_lowest_kcal_mol=148.7 total_energy_ha=-339.344719 orbital_gap_ev=6.8 lumo_ev=-1.001
C 0.878 -0.823 -0.030 0.1690 -0.3452 -0.0385
C 1.782 0.120 0.030 -0.0150 -0.1048 -0.1489
C -1.174 1.641 -0.268 0.3631 0.1016 0.0306
C -1.327 0.339 -0.007 -0.2334 -0.4626 0.0002
N -0.511 -0.758 0.044 -0.7779 0.2022 0.0543
N 2.743 0.833 0.248 0.2997 0.4701 0.4934
O -2.646 -0.018 0.234 0.4201 0.0170 -0.0545
H 1.249 -1.832 -0.148 0.1165 0.0468 -0.0870
H -0.999 -1.620 0.232 0.0745 0.1503 0.0115
H 3.202 1.347 -0.498 -0.2482 -0.1385 -0.2681
H -3.197 0.771 0.164 -0.1686 0.0631 0.0070



11
Properties=species:S:1:pos:R:3:forces:R:3 method="wB97M-V/def2-TZVPD" de_lowest_kcal_mol=134.5 total_energy_ha=-339.367252 orbital_gap_ev="8.0 / 8.0" lumo_ev="-0.398 / -0.401"
C -3.120 -1.672 0.170 3.2956 1.4330 0.1852
C -2.296 -0.720 0.052 -0.2142 -5.0350 0.5938
C 0.866 0.817 -0.105 -4.1999 -1.0976 0.1647
C -0.437 0.670 0.258 2.7302 -1.4020 -0.3931
N -2.947 0.714 -0.235 -0.0876 1.8034 -0.9022
N -3.880 1.213 0.042 -1.6067 1.4236 0.2323
O -0.980 -0.598 -0.037 0.4829 1.6416 0.0733
H -4.095 -1.901 0.014 -2.4295 -0.4584 -0.2269
H 1.368 1.707 0.047 1.1390 1.3603 0.3319
H 1.155 0.007 -0.732 0.9960 -0.2359 -0.3095
H -1.045 1.276 0.889 -0.1059 0.5668 0.2505



11
Properties=species:S:1:pos:R:3:forces:R:3 method="wB97M-V/def2-TZVPD" smiles=N#CCOCC#N de_lowest_kcal_mol=41.8 total_energy_ha=-339.515039 orbital_gap_ev=12.1 lumo_ev=0.459
N -1.345 -2.280 1.924 0.0651 0.5642 -0.9677
C -1.029 -1.677 0.990 -0.3418 -0.5971 0.8614
C -0.386 -0.954 -0.108 0.2048 -0.1675 0.0346
O -0.919 0.346 -0.266 -0.0004 0.0366 -0.0016
C 0.067 1.239 -0.736 0.1059 0.0964 0.0101
C 1.175 1.308 0.247 0.7477 -0.0226 0.6567
N 2.000 1.220 1.052 -0.7520 0.2357 -0.8325
H -0.424 -1.509 -1.056 -0.0932 -0.0197 0.2560
H 0.653 -0.900 0.235 0.1184 -0.0298 -0.2586
H 0.478 0.925 -1.709 -0.0873 0.0954 0.2173
H -0.397 2.222 -0.847 0.0329 -0.1915 0.0243



11
Properties=species:S:1:pos:R:3:forces:R:3 method="wB97M-V/def2-TZVPD" de_lowest_kcal_mol=68.2 total_energy_ha=-339.472960 orbital_gap_ev=9.6 lumo_ev=0.354
H 2.941 0.557 -0.235 -1.8345 -1.5351 -0.5321
N 2.342 -0.348 -0.276 -3.1144 2.3765 2.2005
C 1.052 -0.175 0.102 1.8867 0.1304 -0.2607
C 0.075 1.058 0.194 4.5659 -1.5307 0.5311
C -1.201 0.801 0.051 -0.8494 5.6005 -0.6955
O -1.730 -0.330 -0.186 -0.7349 -4.5162 -1.2123
C -0.920 -1.420 -0.055 2.4677 -1.1234 2.3793
N 0.347 -1.399 0.432 -3.5808 0.1436 -3.6362
H 0.592 2.011 0.376 -0.9634 -0.2635 -0.2936
H -1.961 1.609 -0.152 0.9268 -0.6837 0.8589
H -1.538 -2.365 -0.251 1.2303 1.4017 0.6605



11
Properties=species:S:1:pos:R:3:forces:R:3 method="wB97M-V/def2-TZVPD" de_lowest_kcal_mol=35.3 total_energy_ha=-339.525381 orbital_gap_ev=9.9 lumo_ev=0.669
H 2.888 -0.779 -0.202 -1.7483 1.1121 -0.7227
N 2.275 -0.003 -0.618 -1.1744 -0.4665 1.4176
C 1.035 0.036 -0.191 2.4923 -0.6873 0.3316
C 0.356 -0.948 0.656 0.4888 -1.4637 0.8555
C -0.971 -0.961 0.800 -0.4268 0.4118 -0.5593
O -1.769 0.013 0.216 1.1815 -0.0103 -0.2738
C -1.046 0.990 -0.417 -0.5506 0.5915 -0.5502
N 0.214 1.107 -0.538 -0.8165 0.0772 -0.9812
H 0.951 -1.756 1.148 -0.6216 0.7658 -0.5562
H -1.619 -1.703 1.260 0.5321 0.1276 0.1985
H -1.738 1.708 -0.922 0.6435 -0.4581 0.8401



11
Properties=species:S:1:pos:R:3:forces:R:3 method="wB97M-V/def2-TZVPD" smiles="[H]/N=c1/cccno1" de_lowest_kcal_mol=69.8 total_energy_ha=-339.470442 orbital_gap_ev=9.0 lumo_ev=-0.349
H -3.021 -0.353 -0.418 0.2672 -0.8554 -0.2179
N -2.247 -0.068 -1.011 0.7220 0.9194 0.6536
C -1.092 -0.126 -0.528 0.2485 -1.2024 1.3325
C 0.067 0.700 -0.800 0.3153 -0.2703 0.2920
C 1.185 0.495 -0.076 -0.0293 0.3072 -0.2779
C 1.293 -0.448 1.002 -0.3309 -0.1829 0.1180
N 0.339 -1.239 1.358 0.2753 0.5405 -0.6817
O -0.763 -1.216 0.554 -1.0320 1.3893 -1.1429
H 0.002 1.575 -1.452 -0.2102 -0.5856 -0.0366
H 2.045 1.127 -0.241 0.0290 0.1543 -0.0175
H 2.193 -0.447 1.612 -0.2549 -0.2140 -0.0215



11
Properties=species:S:1:pos:R:3:forces:R:3 method="wB97M-V/def2-TZVPD" smiles="O=c1c#c[nH]cn1.[H][H]" de_lowest_kcal_mol=107.8 total_energy_ha=-339.409846 orbital_gap_ev=9.3 lumo_ev=-0.672
O 2.230 -1.033 -0.157 -0.5747 0.2017 0.0387
C 1.091 -0.666 -0.086 0.4224 -0.1009 -0.0296
C 0.448 0.621 -0.026 -0.4724 0.0777 0.0100
C -0.723 1.034 0.026 0.4076 -0.3122 -0.0202
N -1.723 0.116 0.059 -0.0280 -0.0488 -0.0033
C -1.269 -1.192 0.021 0.1443 0.0004 -0.0037
N -0.042 -1.557 -0.038 -0.2523 0.0893 0.0070
H -2.709 0.333 0.097 0.1423 -0.0609 -0.0028
H -2.046 -1.953 0.046 0.0743 0.0787 -0.0028
H 2.208 2.189 0.361 0.0793 0.0611 -0.0103
H 2.533 2.108 -0.303 0.0571 0.0139 0.0169



11
Properties=species:S:1:pos:R:3:forces:R:3 method="wB97M-V/def2-TZVPD" de_lowest_kcal_mol=57.5 total_energy_ha=-339.490112 orbital_gap_ev=9.5 lumo_ev=0.033
H 1.614 -1.423 1.411 0.1147 0.3968 0.9271
N 1.456 -1.873 0.534 0.1739 -0.3139 -0.7160
C 1.200 -1.021 -0.360 -1.4926 0.6615 -0.7053
N 1.107 0.360 -0.325 0.9423 0.7876 0.8168
C 0.242 1.236 -0.015 -0.5241 -3.2896 -1.0358
C -1.183 1.058 0.267 0.4025 -0.2168 0.2264
C -1.802 -0.086 0.080 -1.9370 -3.9234 -1.5553
O -2.322 -1.124 -0.217 1.8678 3.8429 1.4525
H 0.984 -1.301 -1.400 0.2881 -0.5433 0.2323
H 0.434 2.207 -0.305 0.8906 2.2898 0.0419
H -1.730 1.967 0.331 -0.7262 0.3083 0.3155



11
Properties=species:S:1:pos:R:3:forces:R:3 method="wB97M-V/def2-TZVPD" smiles="[H]/N=c1/cccno1" de_lowest_kcal_mol=56.5 total_energy_ha=-339.491593 orbital_gap_ev=9.3 lumo_ev=-0.118
H -2.449 -1.316 -1.094 0.0226 -0.0013 -0.4155
N -2.234 -0.707 -0.317 0.3564 0.3283 0.2455
C -1.050 -0.265 -0.339 -0.2145 -0.0848 0.2746
C -0.471 0.451 0.793 0.2018 -0.1835 0.2562
C 0.852 0.384 0.966 -0.1375 0.1201 -0.0721
C 1.644 -0.181 -0.105 -0.0782 -0.0250 -0.3104
N 1.180 -0.528 -1.249 0.1830 -0.0301 0.4028
O -0.200 -0.469 -1.407 -0.1478 -0.1375 -0.1127
H -1.136 0.875 1.532 -0.0832 -0.0617 -0.0722
H 1.347 0.751 1.858 -0.0594 0.0580 -0.1295
H 2.719 -0.279 -0.014 -0.0432 0.0175 -0.0667



11
Properties=species:S:1:pos:R:3:forces:R:3 method="wB97M-V/def2-TZVPD" de_lowest_kcal_mol=125.1 total_energy_ha=-339.382351 orbital_gap_ev=9.7 lumo_ev=-0.002
C 0.904 -1.325 -0.301 -2.2103 5.4358 1.0559
C -1.409 0.039 0.015 0.8620 -1.9364 1.4160
C -0.096 -0.583 0.631 1.3930 0.7457 0.6328
C 0.559 0.655 -0.086 3.6218 0.7040 2.4579
N 1.379 -0.283 -0.898 -0.0312 -1.1323 -1.0962
N -0.730 1.110 -0.418 0.9103 2.2043 -1.2590
O -2.528 -0.340 -0.031 -1.3230 0.0801 -0.2384
H 1.058 -2.310 -0.300 1.2014 -3.6909 -0.7365
H -0.011 -0.694 1.743 -0.3705 0.0061 -1.0734
H 1.871 1.700 0.361 -3.7397 -2.3072 -0.6515
H -0.997 2.031 -0.716 -0.3139 -0.1093 -0.5077



11
Properties=species:S:1:pos:R:3:forces:R:3 method="wB97M-V/def2-TZVPD" de_lowest_kcal_mol=85.6 total_energy_ha=-339.445330 orbital_gap_ev=7.9 lumo_ev=-1.037
C 0.587 -0.060 0.032 1.9212 -2.1789 -0.8539
C -0.440 -1.069 -0.184 1.2234 5.4891 0.2509
C -1.584 -0.235 -0.147 -5.7990 2.1400 3.7923
C -1.014 1.253 -0.117 -0.1172 0.1991 0.1681
H 2.650 0.492 0.289 -1.7796 -0.6068 -0.0715
H 2.440 -1.251 -0.366 -2.3662 3.9571 3.1825
H -0.430 -2.087 -0.178 0.4295 -2.4397 0.1861
H -1.547 2.189 0.013 -0.7304 -0.3314 -0.4127
N 1.923 -0.265 0.313 2.3738 -4.0933 -3.3780
N 0.258 1.330 0.006 -1.2390 -1.6832 0.2484
O -2.844 -0.296 0.338 6.0834 -0.4520 -3.1121



11
Properties=species:S:1:pos:R:3:forces:R:3 method="wB97M-V/def2-TZVPD" smiles="[H]/N=c1/cncco1" de_lowest_kcal_mol=52.2 total_energy_ha=-339.498427 orbital_gap_ev=8.6 lumo_ev=-0.234
H -0.851 -2.333 -1.613 -0.1937 -0.3840 -0.1082
N -0.805 -1.364 -1.901 0.5009 0.1759 1.7718
C -0.399 -0.631 -0.970 1.2900 -1.3761 2.3116
C -0.092 0.745 -1.024 -0.7976 1.3051 -0.7827
N 0.226 1.549 -0.078 0.2086 0.1754 -0.4515
C 0.463 1.088 1.186 0.0014 -0.1508 0.2028
C 0.401 -0.223 1.471 -0.3733 0.0158 -0.6554
O 0.070 -1.126 0.547 -1.0210 -0.2146 -2.3064
H -0.331 1.097 -2.032 0.3532 0.5463 0.2688
H 0.722 1.807 1.944 0.0279 0.1239 0.0351
H 0.597 -0.610 2.470 0.0036 -0.2168 -0.2860



11
Properties=species:S:1:pos:R:3:forces:R:3 method="wB97M-V/def2-TZVPD" smiles="OC=C1C=NN=C1" de_lowest_kcal_mol=68.8 total_energy_ha=-339.471951 orbital_gap_ev=9.0 lumo_ev=-0.414
O -2.376 0.267 -0.010 1.5520 2.5347 1.8348
C -1.248 -0.473 -0.041 -3.9717 -0.9048 -1.5898
C -0.010 -0.088 -0.062 1.6110 1.6173 0.8116
C 1.070 -1.010 0.028 -3.9458 -5.5137 -0.0845
N 2.169 -0.464 -0.015 3.8074 -1.6554 0.7622
N 1.962 0.828 -0.010 1.6092 5.0277 -0.6492
C 0.727 1.167 -0.047 -0.3385 -0.3995 0.1332
H -2.112 1.166 0.435 -0.9357 -2.1264 -1.3951
H -1.551 -1.477 -0.342 0.4044 -0.1596 0.6503
H 0.879 -2.131 0.186 0.6283 1.6977 -0.5350
H 0.489 2.217 -0.121 -0.4205 -0.1181 0.0614



12
Properties=species:S:1:pos:R:3:forces:R:3 method="wB97M-V/def2-TZVPD" de_lowest_kcal_mol=126.2 total_energy_ha=-414.645089 orbital_gap_ev=9.6 lumo_ev=-0.353
H -1.715 -1.127 -1.015 -2.2631 0.3047 0.3336
N -2.667 -0.826 -0.582 3.0969 0.5167 1.2001
C -2.297 0.048 0.308 -2.9939 -1.2247 -2.3446
N -1.043 0.534 0.509 1.9790 0.0606 0.0942
O -0.093 -0.155 -0.341 -0.5902 -0.0726 0.7947
C 1.088 0.497 -0.320 -0.3168 0.2642 -0.8770
O 1.258 1.671 -0.423 -0.8258 1.1667 0.3283
C 2.181 -0.357 -0.208 5.3474 -4.5421 1.9873
C 3.141 -1.051 0.207 -3.3329 3.3972 -1.2963
H -3.097 0.511 0.917 0.7660 -0.0097 -0.1065
H -0.855 1.501 0.289 -0.5503 0.5994 0.2544
H 4.099 -1.246 0.658 -0.3164 -0.4603 -0.3682



12
Properties=species:S:1:pos:R:3:forces:R:3 method="wB97M-V/def2-TZVPD" smiles="O=c1cc(O)[nH]cn1" de_lowest_kcal_mol=90.9 total_energy_ha=-414.701253 orbital_gap_ev=9.1 lumo_ev=-0.033
O 2.746 -1.030 -0.216 -0.0045 0.8661 -0.5491
C 1.664 -0.498 -0.158 1.6277 3.6193 0.5564
C 0.518 -1.194 0.126 -4.9205 -4.9692 0.2420
C -0.781 -0.606 -0.016 1.8415 -0.2432 -2.2465
O -2.218 -0.939 -0.285 3.0782 0.1797 4.8847
N -0.674 0.707 -0.287 -5.1814 5.3663 1.6646
C 0.400 1.587 0.027 -1.9006 -0.4359 -1.3678
N 1.501 1.046 -0.126 3.9513 -1.3533 0.8879
H 0.816 -2.352 0.236 -1.5443 2.7383 -0.0779
H -2.489 -0.728 0.709 -0.1858 -0.9607 -2.9827
H -1.652 1.253 -0.232 2.7191 -1.9308 -0.4545
H 0.169 2.751 0.222 0.5194 -2.8764 -0.5571



12
Properties=species:S:1:pos:R:3:forces:R:3 method="wB97M-V/def2-TZVPD" de_lowest_kcal_mol=72.7 total_energy_ha=-414.730250 orbital_gap_ev=10.2 lumo_ev=-0.431
C 2.312 -0.056 0.500 1.7811 -0.9368 -0.4222
C 1.138 0.840 0.218 0.5248 -1.6295 0.7216
C -0.105 -0.070 -0.025 -0.7675 5.1546 -1.0935
C -2.113 -0.391 -0.251 0.6300 0.0614 -0.4395
H 2.338 -0.460 1.557 -0.5512 0.4479 -1.0481
H 3.248 0.592 0.450 -0.9359 -1.2190 -0.4011
H 2.263 -1.034 -0.218 0.4873 2.5631 1.6155
H -3.177 -0.259 -0.101 0.0702 -0.2437 -0.5935
N -1.225 0.664 -0.118 0.7561 -3.4467 1.1217
N -1.557 -1.560 -0.462 -1.2728 -0.3847 0.5693
O 1.118 2.047 0.258 -0.3219 -1.6547 -0.3167
O -0.191 -1.361 -0.294 -0.4002 1.2880 0.2864



12
Properties=species:S:1:pos:R:3:forces:R:3 method="wB97M-V/def2-TZVPD" de_lowest_kcal_mol=227.8 total_energy_ha=-414.483128 orbital_gap_ev=8.7 lumo_ev=-0.823
C 0.420 -0.239 -0.507 -0.2263 -1.2120 0.1623
C -0.697 0.303 0.395 -0.4571 3.0752 -2.7210
C -0.624 1.802 0.433 2.3299 3.7866 1.7378
C -0.240 3.006 0.566 -2.2906 -5.7466 -0.2087
H 2.466 -2.688 -0.121 -1.8217 4.5631 -3.6527
H 1.131 0.336 -1.214 -1.2607 -0.2077 1.8130
H -1.078 -1.725 0.081 -0.2661 -1.3974 -0.7022
H -0.188 4.007 0.930 0.1811 0.1364 -0.3966
N 0.632 -1.508 -0.421 2.8569 1.9456 -0.1522
N -1.856 -0.208 0.664 0.6042 0.1700 -0.8112
O 2.047 -1.624 -0.924 -0.1607 -5.4438 3.6119
O -2.013 -1.462 0.117 0.5111 0.3306 1.3197



12
Properties=species:S:1:pos:R:3:forces:R:3 method="wB97M-V/def2-TZVPD" de_lowest_kcal_mol=150.5 total_energy_ha=-414.606379 orbital_gap_ev=9.8 lumo_ev=0.315
C 2.006 0.642 1.308 -0.2426 -6.1058 -4.1005
C 0.933 -0.191 0.879 6.7030 3.1823 3.0630
C -0.860 0.050 0.004 -6.6006 -2.0628 -3.5049
C -0.730 -0.233 -1.360 1.5117 1.9026 3.1620
H 3.094 0.408 0.975 -2.1651 0.2131 1.0344
H 1.794 1.539 1.735 -0.6389 2.4000 1.1215
H 0.842 -1.170 0.450 1.0175 -0.3391 -0.1737
H -0.018 -0.397 -1.986 5.8316 -0.1971 -2.5731
N -1.838 -0.363 -2.084 -1.7715 -0.1828 3.4438
N -2.720 -0.364 -1.202 -4.0100 -0.5044 0.7440
O -0.280 0.323 1.129 -0.9167 0.1413 -0.1035
O -2.225 -0.244 0.151 1.2816 1.5527 -2.1131